The following is a quantum chemistry calculation of a cluster of 2 separate species, C5H10O3 in total in a non-equilibrium geometry, from the Open Molecules 2025 dataset.

XYZ file:
```
18
Properties=species:S:1:pos:R:3:mulliken_charge:R:1
C 0.55541 -1.74505 1.16713 -1.080
C 0.26008 -1.32439 -0.22777 0.684
C 0.55836 -1.95561 -1.35586 -0.855
H -0.65058 -0.39002 -0.26801 -0.077
H 1.46310 -1.25188 1.52193 0.213
H -0.25739 -1.45345 1.83649 0.273
H 0.68299 -2.83007 1.23067 0.420
H 0.36655 -1.52273 -2.33074 0.273
H 1.09628 -2.89992 -1.33665 0.268
C -0.89453 1.13489 -0.01866 0.640
C -1.50163 1.94762 -0.89452 -0.882
O 0.73006 0.90991 -0.29168 -0.235
O 1.73110 1.50926 0.57982 -0.360
O -1.22470 1.08014 1.30383 -0.473
H 2.11339 2.14964 -0.03960 0.318
H -1.64082 1.90700 1.58230 0.336
H -2.32551 2.58704 -0.59615 0.243
H -1.06218 2.14762 -1.86253 0.294
```

Results
orbital gap: 8.66 eV
LUMO: -0.05 eV
ΔE to the lowest compared entry with this formula, charge and spin: 806.2 kJ/mol
HOMO: -8.706 eV
DFT total energy: -11481.8308 eV
molar mass: 118.132 g/mol
SMILES string: C=C(O)OO.C=CC
net charge: 0
largest force on an atom: 4.142 eV Å⁻¹

The following is a quantum chemistry calculation of the molecule C3H9N3, from the Open Molecules 2025 dataset.

XYZ file:
```
15
Properties=species:S:1:pos:R:3:mulliken_charge:R:1
C -0.02295 1.59677 0.34532 -0.597
C 0.96566 0.42919 0.26823 -0.572
C -0.86956 -2.54904 0.35439 -0.371
H 0.08327 2.29060 -1.55730 0.228
H -1.06749 1.17184 -1.33357 0.278
H -0.81783 1.30927 1.04290 0.344
H 0.47003 2.47424 0.78797 0.361
H 1.35551 0.23923 1.27718 0.271
H 1.81801 0.70208 -0.37199 0.388
H 1.01698 -1.42886 -0.67543 0.283
H -0.31407 -3.21936 -0.32876 0.219
H -1.69397 -2.95311 0.94810 0.251
N -0.63988 1.99812 -0.91339 -0.610
N 0.34071 -0.75749 -0.32045 -0.127
N -0.62443 -1.30348 0.47682 -0.345
```

Results
orbital gap: 9.95 eV
LUMO: 1.06 eV
ΔE to the lowest compared entry with this formula, charge and spin: 172.3 kJ/mol
HOMO: -8.893 eV
DFT total energy: -7725.7882 eV
molar mass: 87.126 g/mol
SMILES string: C=NNCCN
net charge: 0
largest force on an atom: 0.682 eV Å⁻¹

The following is a quantum chemistry calculation of a structure of composition C7H17NO in a non-equilibrium geometry, from the Open Molecules 2025 dataset.

XYZ file:
```
26
Properties=species:S:1:pos:R:3:mulliken_charge:R:1
C 0.91786 -1.88310 0.90822 -0.138
C 1.56705 -0.61082 1.31906 -0.493
C -1.66225 -1.19425 1.90384 -1.140
N 0.55263 -2.05384 -0.31184 -0.354
H 0.97891 -2.71954 1.60913 0.394
H 0.22535 -2.98075 -0.55697 0.237
H -0.32256 -1.10390 -0.78340 0.347
H 1.26209 0.20651 0.66894 -0.057
H 2.65080 -0.73394 1.27150 0.338
H 1.29843 -0.36846 2.34490 0.298
H -1.71126 -2.26859 2.06567 0.314
H -2.65223 -0.77730 2.07772 0.373
H -1.02609 -0.71763 2.64394 0.274
C -1.27654 1.03288 -0.88088 -0.511
C 0.71178 1.18486 -2.46292 -1.228
C 0.06006 1.66454 -1.20157 0.776
C 0.58440 2.61170 -0.43266 -1.035
O -1.27676 -0.36595 -0.88710 -0.807
H -1.49170 -0.86196 0.77614 0.316
H -2.01063 1.36701 -1.62510 0.321
H -1.62893 1.41303 0.09013 0.255
H 0.04970 1.35087 -3.31587 0.312
H 0.90310 0.11213 -2.40035 0.242
H 1.64847 1.70764 -2.65173 0.382
H 0.11216 2.91783 0.48994 0.298
H 1.53615 3.07103 -0.65872 0.286
```

Results
orbital gap: 9.32 eV
LUMO: 0.63 eV
ΔE to the lowest compared entry with this formula, charge and spin: 318.6 kJ/mol
HOMO: -8.689 eV
DFT total energy: -11069.8361 eV
molar mass: 131.219 g/mol
net charge: 0
largest force on an atom: 2.851 eV Å⁻¹

The following is a quantum chemistry calculation of a cluster of 7 separate species, C6H25O7 in total in a non-equilibrium geometry, from the Open Molecules 2025 dataset.

XYZ file:
```
38
Properties=species:S:1:pos:R:3:mulliken_charge:R:1
O -0.06858 0.34387 -0.31211 -0.814
H -0.85258 0.53487 -0.79911 0.122
C 3.62842 0.41687 0.57389 -0.684
O 2.89942 0.66287 -0.58411 -0.567
H 4.31942 -0.43313 0.56889 0.314
H 3.00942 0.05887 1.26489 0.150
H 4.04242 1.26687 1.02989 0.337
H 1.99942 0.56887 -0.54311 0.427
C -1.93558 3.03187 0.91389 -0.563
O -0.70258 2.93987 0.21789 -0.566
H -1.59958 2.97187 2.05789 0.162
H -2.49058 2.19087 0.87889 0.216
H -2.47758 3.96387 0.83289 0.296
H -0.44358 1.95287 0.11589 0.333
C -3.39758 -1.06013 -0.92111 -0.625
O -2.61458 -0.83913 0.25889 -0.493
H -4.13058 -1.89313 -0.84911 0.275
H -2.86358 -1.84513 -1.55111 0.207
H -3.79358 -0.14813 -1.31711 0.279
H -1.71158 -0.62013 -0.12711 0.359
C 0.76642 0.41387 -3.74011 -0.566
O -0.01258 -0.44713 -2.92311 -0.635
H 0.48942 1.24287 -3.17611 0.293
H 0.68142 0.37687 -4.90511 0.163
H 1.72942 0.05287 -3.69911 0.195
H 0.01042 -0.24513 -1.88111 0.427
C -0.65958 -0.25213 2.93189 -0.717
O 0.48642 0.11487 2.27589 -0.566
H -1.57058 0.23987 2.81389 0.269
H -0.71158 -0.04313 4.12189 0.221
H -0.98758 -1.30813 2.96589 0.296
H 0.44042 0.05487 1.19089 0.230
C 1.65342 -2.51213 0.53989 -1.118
O 0.57942 -2.23413 -0.22611 -0.456
H 1.65742 -3.66713 0.75689 0.250
H 1.77842 -1.95213 1.35489 0.418
H 2.45242 -2.55013 0.09689 0.571
H 0.40042 -1.35013 -0.20811 0.562
```

Results
orbital gap: 9.67 eV
LUMO: 3.47 eV
ΔE to the lowest compared entry with this formula, charge and spin: 771.7 kJ/mol
HOMO: -6.205 eV
DFT total energy: -20954.1472 eV
molar mass: 209.259 g/mol
net charge: -1
largest force on an atom: 10.409 eV Å⁻¹

The following is a quantum chemistry calculation of a cluster of 2 separate species, C3H7F2P in total in a non-equilibrium geometry, from the Open Molecules 2025 dataset.

XYZ file:
```
13
Properties=species:S:1:pos:R:3:mulliken_charge:R:1
C 0.06832 -0.38508 1.99914 -1.209
C -0.10766 0.09447 0.55382 -0.224
C -1.23408 -0.51873 -0.31125 0.171
F -1.12611 -1.74356 -0.93864 -0.238
F -2.53755 -0.23598 -0.14250 -0.220
P -1.36307 0.98077 -3.08988 -0.056
H 0.83901 0.16662 2.41742 0.371
H 0.19052 -1.37643 2.02150 0.395
H -0.83566 -0.03207 2.53616 0.294
H 0.82077 0.12748 -0.00585 0.380
H -0.43858 1.07289 0.72007 0.272
H -0.72473 2.10549 -3.50970 0.033
H -2.32176 1.79263 -2.41822 0.032
```

Results
orbital gap (spin up / spin down): 6.97 / 9.35 eV
LUMO (spin up / spin down): -0.99 / 0.72 eV
ΔE to the lowest compared entry with this formula, charge and spin: 381.9 kJ/mol
HOMO (spin up / spin down): -7.958 / -8.636 eV
DFT total energy: -17944.2033 eV
molar mass: 112.059 g/mol
net charge: 0
largest force on an atom: 4.141 eV Å⁻¹

The following is a quantum chemistry calculation of the molecule C2H6S2 in a non-equilibrium geometry, from the Open Molecules 2025 dataset.

XYZ file:
```
10
Properties=species:S:1:pos:R:3:mulliken_charge:R:1
C 1.21774 0.73892 -0.47053 -1.131
C 0.11159 -0.29024 -0.40818 -0.353
S -0.23751 -0.69434 1.34276 -0.142
S -2.48073 -1.27415 0.90917 -0.246
H 2.15224 0.26269 -0.17429 0.323
H 1.06558 1.59337 0.18846 0.339
H 1.32097 1.09499 -1.49650 0.308
H 0.23734 -1.29531 -0.80016 0.379
H -0.79096 0.12617 -0.85196 0.342
H -2.59627 -0.26212 1.76124 0.181
```

Results
orbital gap: 8.31 eV
LUMO: -0.63 eV
ΔE to the lowest compared entry with this formula, charge and spin: 84.5 kJ/mol
HOMO: -8.937 eV
DFT total energy: -23840.9373 eV
molar mass: 94.204 g/mol
SMILES string: CCSS
net charge: 0
largest force on an atom: 2.961 eV Å⁻¹

The following is a quantum chemistry calculation of the molecule C5H4ClFO in a non-equilibrium geometry, from the Open Molecules 2025 dataset.

XYZ file:
```
12
Properties=species:S:1:pos:R:3:mulliken_charge:R:1
C 0.29948 -0.23199 -0.40565 0.400
C -1.10869 -0.30775 -0.45572 -0.754
C -2.24138 -0.20915 -0.66969 0.316
C 0.56400 -0.48430 1.01547 0.074
C 0.80977 0.78596 0.42286 -0.275
H 1.02376 0.10483 -2.23062 0.358
H -3.33136 -0.51515 -0.51690 0.312
H 1.45203 -1.25529 1.34103 0.268
H 2.02383 1.12233 0.54934 0.275
O 0.97077 -0.67561 -1.60550 -0.549
F -0.55573 -0.74849 1.82396 -0.253
Cl 0.09351 2.41461 0.73141 -0.171
```

Results
orbital gap: 10.76 eV
LUMO: 0.50 eV
ΔE to the lowest compared entry with this formula, charge and spin: 465.2 kJ/mol
HOMO: -10.262 eV
DFT total energy: -22531.6664 eV
molar mass: 134.537 g/mol
SMILES string: C#C[C@]1(O)[C@H](F)[C@@H]1Cl
net charge: 0
largest force on an atom: 8.195 eV Å⁻¹

largest force on an atom of number 5 (C3H7F2P)?
4.141 eV Å⁻¹